1.
The following is a DFT calculation (the ωB97M-V functional and the def2-TZVPD basis) of C4H6O2Pm as an isolated structure at a distorted geometry.

```
13
Properties=species:S:1:pos:R:3:forces:R:3:mulliken_spin:R:1
O -2.449359 0.672010 -1.052218 2.280 1.916 -1.105 -0.001
C -2.575652 -0.061306 0.073287 -1.546 0.116 2.753 -0.014
H -1.683930 1.320491 -0.897883 -1.698 -1.246 -0.356 0.001
H -2.473212 -1.145858 -0.173707 0.596 0.611 0.381 0.001
C -0.682632 0.281006 0.830463 -0.363 0.866 0.601 -0.023
C -0.226297 -0.840291 1.436034 -0.552 -0.030 -0.769 0.022
C 1.071248 -1.512171 1.016683 0.012 -0.384 0.968 -0.003
O 1.898604 -0.712636 0.248048 0.189 0.592 -0.150 -0.022
Pm 1.425002 1.356101 -0.125977 -0.212 -0.750 0.164 5.043
H -0.835062 -1.439429 2.138239 0.049 0.132 -0.335 0.001
H -1.967507 0.741886 1.261832 1.261 -2.324 -1.928 0.001
H 0.806226 -2.457364 0.488169 -0.016 0.416 0.131 -0.003
H 1.577628 -1.850932 1.950405 -0.001 0.083 -0.356 -0.002
```
Forces are in eV/Å.

## Properties
Spin multiplicity = 6
HOMO energy (alpha / beta) = -5.78 / -5.76 eV
Expectation value of S² = 8.758
Energy = -914.5266 hartree
Energy relative to the best compared isomer or geometry (same formula, charge and spin) = 145.9 kJ/mol

---

2.
The following is a DFT calculation (the ωB97M-V functional and the def2-TZVPD basis) of C21H21BF4N2OV as an isolated structure at a distorted geometry.

```
51
Properties=species:S:1:pos:R:3:forces:R:3:mulliken_spin:R:1
V -1.295621 0.893558 0.187910 0.945 -0.340 1.017 1.159
O -1.586221 0.576279 2.171404 -0.394 -0.127 0.476 -0.006
C -2.400581 -0.497734 2.766774 0.026 -0.094 0.028 0.005
C -1.645944 -1.808316 2.765119 0.088 0.033 -0.130 0.003
C -1.070867 -2.178881 1.380262 -0.183 0.095 0.076 -0.011
C -2.099268 -2.011350 0.298755 -0.021 0.146 0.044 0.026
C -2.926633 -3.064061 -0.047456 -0.016 -0.099 -0.075 -0.007
C -3.946467 -2.884369 -0.967187 -0.011 -0.038 -0.024 0.012
C -4.134996 -1.628047 -1.523435 -0.045 -0.066 -0.038 -0.007
C -3.284100 -0.613588 -1.160513 0.149 -0.071 -0.036 0.035
N -2.272584 -0.790167 -0.271826 -0.533 -0.509 -0.193 -0.056
H -0.908185 0.847867 2.804255 0.017 0.041 -0.084 0.002
H -3.304237 -0.544941 2.167149 -0.038 0.083 -0.093 0.000
H -2.686846 -0.193625 3.769503 0.056 0.102 0.049 0.001
H -2.338573 -2.579654 3.108066 0.002 -0.004 0.020 0.000
H -0.827111 -1.769590 3.485498 -0.007 -0.056 0.033 0.000
H -0.743358 -3.215661 1.397306 0.041 -0.028 0.014 0.001
H -0.200595 -1.564671 1.168245 0.087 0.005 -0.028 0.003
H -2.759811 -4.029604 0.411673 -0.006 0.013 -0.012 0.000
H -4.584040 -3.712733 -1.250595 0.009 0.028 0.046 0.000
H -4.920258 -1.433180 -2.239609 0.004 -0.006 0.009 0.000
H -3.394456 0.367779 -1.597691 0.089 0.077 0.028 -0.001
N 0.314341 0.523312 0.079608 0.748 0.020 -0.187 -0.180
C 1.570881 0.581084 -0.385675 -0.156 -0.133 -0.012 0.008
C 1.821475 0.256037 -1.769375 -0.152 -0.072 0.092 -0.005
C 0.947039 -0.595016 -2.469171 -0.001 -0.004 -0.067 0.000
C 1.142262 -0.834528 -3.810764 -0.016 -0.052 0.043 0.001
C 2.193801 -0.209024 -4.479806 -0.010 -0.002 -0.013 -0.003
C 3.057629 0.642576 -3.803318 0.042 0.011 -0.005 0.000
C 2.884947 0.870940 -2.451825 0.070 0.009 -0.008 -0.003
C 2.621858 0.976676 0.525974 -0.126 0.152 0.037 -0.003
C 3.914984 0.454029 0.382385 0.076 -0.049 -0.008 -0.003
C 4.905763 0.821146 1.274183 0.028 -0.004 0.017 0.000
C 4.626146 1.725488 2.290969 0.005 -0.013 0.004 -0.003
C 3.342935 2.248983 2.444266 0.002 0.017 -0.004 0.000
C 2.343176 1.865207 1.578177 0.017 -0.024 0.012 -0.003
H 0.147455 -1.095622 -1.939526 -0.046 0.023 0.011 0.004
H 0.485913 -1.509569 -4.343565 0.021 0.020 0.001 0.000
H 2.334944 -0.386848 -5.538523 0.004 0.005 0.029 0.000
H 3.861737 1.134188 -4.333527 -0.013 -0.003 0.005 0.000
H 3.538599 1.557213 -1.930855 -0.041 0.020 -0.034 0.000
H 4.125217 -0.268867 -0.395291 -0.010 0.022 0.032 0.000
H 5.897495 0.400096 1.180497 -0.009 0.016 -0.009 0.000
H 5.411231 2.026521 2.972902 -0.017 -0.021 -0.010 0.000
H 3.139081 2.960556 3.232972 0.006 -0.005 -0.017 0.000
H 1.352715 2.292348 1.665722 -0.025 0.034 0.020 0.007
F -1.523881 3.347103 1.078490 -0.105 -0.065 -0.150 0.006
B -2.771470 3.431033 0.590832 -0.019 -0.074 -0.062 -0.003
F -1.645035 1.841800 -1.203591 -0.585 0.895 -1.032 0.017
F -3.272185 4.513369 0.103073 0.034 -0.101 0.136 0.000
F -3.438286 2.264462 0.631172 0.019 0.193 0.054 0.001
```
Forces are in eV/Å.

## Properties
Spin multiplicity = 2
HOMO energy (alpha / beta) = -15.18 / -15.21 eV
Expectation value of S² = 0.790
Total charge = +2
Energy = -2365.5973 hartree
Energy relative to the best compared isomer or geometry (same formula, charge and spin) = 57.0 kJ/mol

---

3.
The following is a DFT calculation (the ωB97M-V functional and the def2-TZVPD basis) of one molecule with the formula C5H9NO2 at a distorted geometry.

```
17
Properties=species:S:1:pos:R:3:forces:R:3:lowdin_charge:R:1
C 0.382329 -0.586694 -3.030304 -0.069 -0.099 0.463 0.070
C 0.712972 -0.392687 -1.753060 -1.589 -1.687 -0.451 -0.318
O 1.996507 -0.359924 -1.302186 0.010 0.168 0.487 0.026
C -0.428559 -0.424787 -0.601439 2.891 1.256 -2.966 -0.328
O -1.506207 -0.909933 -0.766124 0.004 -0.065 0.313 0.132
C 0.123598 0.400980 0.479416 -2.899 0.572 3.353 -0.130
N -1.017270 0.791585 1.428557 1.114 -0.138 -0.807 -0.115
C -0.774309 0.499946 2.823703 0.261 -0.055 0.049 -0.161
H 1.111957 -0.810536 -3.795967 0.175 0.350 -0.087 0.063
H -0.653999 -0.639797 -3.313233 -0.177 -0.057 0.064 0.063
H 2.614068 -0.445557 -2.041536 -0.236 0.064 0.068 0.115
H 0.568914 1.335800 0.133492 0.159 -0.379 -0.377 0.133
H 0.884914 -0.198641 1.001179 -0.053 0.206 -0.081 0.136
H -1.910958 0.407556 1.130545 0.482 -0.132 -0.167 0.090
H 0.135524 1.017155 3.137550 -0.040 -0.031 0.096 0.074
H -0.644731 -0.572918 3.041558 -0.032 0.089 0.043 0.077
H -1.594750 0.888451 3.427851 0.002 -0.061 0.002 0.074
```
Forces are in eV/Å.

## Properties
HOMO energy = -8.82 eV
SMILES string = C=C(O)C(=O)CNC
Energy = -401.0910 hartree
Energy relative to the best compared isomer or geometry (same formula, charge and spin) = 225.3 kJ/mol

---

4.
The following is a DFT calculation (the ωB97M-V functional and the def2-TZVPD basis) of C25H38P2Ti as an isolated structure at a distorted geometry.

```
66
Properties=species:S:1:pos:R:3:forces:R:3:lowdin_charge:R:1
P 0.149525 -3.231135 -3.897499 -1.661 -2.281 -0.211 0.938
P -1.257260 -5.397468 -0.809763 -0.434 -0.426 3.606 0.833
C -0.025416 -5.027768 -3.533880 0.238 -0.603 -0.357 -0.290
C -1.218799 -5.480106 -2.646617 0.057 0.581 -0.711 -0.259
H 0.924802 -5.460416 -3.181975 -0.323 0.231 -0.105 0.104
H -0.182942 -5.477874 -4.526732 0.021 0.045 0.188 0.103
H -2.155285 -5.018233 -3.010849 0.463 -0.284 0.189 0.081
H -1.349768 -6.561410 -2.836021 0.083 0.346 0.290 0.118
C -0.577822 -7.002892 -0.219147 -0.569 -1.058 -0.564 -0.182
H -0.515160 -7.022283 0.875464 -0.079 0.154 -0.270 0.071
H 0.422385 -7.188351 -0.631842 -0.148 0.229 0.146 0.064
H -1.236519 -7.827944 -0.531913 0.258 0.042 0.136 0.053
C -3.050816 -5.756402 -0.515177 -0.587 -0.969 -0.719 -0.178
H -3.225867 -6.837426 -0.544407 -0.315 0.151 -0.086 0.049
H -3.672980 -5.280884 -1.286771 0.015 -0.025 0.231 0.054
H -3.364210 -5.383340 0.468486 0.239 -0.130 -0.360 0.060
C 1.843345 -2.884394 -4.350398 0.440 0.057 -0.218 -0.146
H 2.000198 -1.807885 -4.483264 -0.039 -0.233 -0.096 0.073
H 2.057846 -3.385294 -5.309281 -0.179 0.126 0.304 0.092
H 2.553793 -3.261373 -3.603296 -0.273 0.100 -0.086 0.084
C -0.917261 -3.012931 -5.340510 0.178 0.138 -0.193 -0.152
H -1.962967 -3.244125 -5.091592 0.307 0.065 0.050 0.081
H -0.589559 -3.691164 -6.138125 -0.079 0.176 0.132 0.077
H -0.857729 -1.981262 -5.707440 -0.056 -0.179 0.046 0.076
Ti 0.991477 0.313899 -1.194223 -0.722 -1.101 1.624 1.173
C -1.265354 -3.883929 0.317499 -1.775 1.018 -1.540 -0.312
C 0.081867 -4.429117 0.180054 2.539 -1.673 -0.865 -0.326
C 1.154618 -3.962202 -0.743515 0.385 0.177 0.138 -0.193
C 1.438820 -2.448236 -0.703331 1.102 -0.646 0.708 -0.223
C 0.711938 -1.726508 -1.793544 -0.374 3.459 0.038 -0.336
C -0.531499 -2.220007 -2.583445 1.381 1.886 0.072 -0.372
C -1.832073 -2.463402 -1.781929 -0.456 0.061 0.020 -0.145
C -1.708311 -2.545766 -0.247072 -0.461 -0.107 0.302 -0.157
C -0.521345 1.327236 -2.056707 0.148 0.174 -0.341 -0.174
H -1.765316 -4.132576 1.255431 0.228 0.047 -0.138 0.130
H 0.461635 -4.985911 1.038598 -0.019 0.336 -0.075 0.120
H 0.888121 -4.193819 -1.776277 0.296 0.209 0.221 0.028
H 2.074249 -4.546924 -0.557962 -0.428 0.267 0.053 0.142
H 1.237191 -2.060536 0.308442 -0.179 -0.352 -0.446 0.098
H 2.529974 -2.323446 -0.834094 -0.256 0.137 -0.104 0.120
H 1.465891 -1.313274 -2.525686 -0.207 -0.451 -0.035 0.059
H -0.801624 -1.365359 -3.245661 0.293 -0.145 0.395 0.099
H -2.393453 -3.316434 -2.196559 0.208 0.347 0.429 0.087
H -2.485865 -1.603046 -1.987764 0.300 -0.098 -0.020 0.126
H -1.097034 -1.727186 0.163682 0.058 0.124 -0.304 0.095
H -2.723348 -2.352340 0.147582 0.366 -0.095 -0.237 0.134
H -1.412572 1.461449 -1.430453 0.300 -0.006 -0.251 0.013
H -0.782741 0.861765 -3.020536 -0.023 0.206 0.170 0.018
H -0.068723 2.321439 -2.255814 -0.217 -0.191 0.016 0.040
C -2.065615 2.538416 3.168781 0.611 -0.208 0.140 -0.043
C -2.470187 1.987547 1.935553 0.493 -0.711 -0.333 -0.039
C -1.605897 1.156947 1.220199 -0.745 0.681 0.104 -0.057
C -0.285840 0.953082 1.654233 0.959 0.172 0.903 -0.178
C 0.778850 0.415753 0.855465 0.108 -0.230 -1.099 -0.193
C 2.060360 0.188117 1.363780 -0.894 0.399 0.014 -0.130
C 2.333106 0.483268 2.722678 -0.134 0.099 0.184 -0.051
C 1.355349 1.067523 3.504977 0.488 -0.157 -0.239 0.009
C 0.078637 1.391931 2.983696 -0.438 -0.032 -0.845 -0.154
C -0.832825 2.195292 3.703637 -0.516 0.177 0.147 -0.006
H -2.725821 3.215497 3.702926 0.099 -0.161 -0.049 0.117
H -3.465439 2.198202 1.543684 0.254 -0.089 0.138 0.117
H -1.941359 0.680111 0.297393 0.068 0.249 0.276 0.083
H 2.858276 -0.226849 0.731462 -0.116 0.063 0.209 0.097
H 3.312882 0.264686 3.135228 -0.137 0.039 -0.022 0.116
H 1.554185 1.309784 4.552179 0.053 -0.028 -0.369 0.133
H -0.525448 2.563564 4.687021 -0.195 -0.092 -0.329 0.128
```
Forces are in eV/Å.

## Properties
HOMO energy (alpha / beta) = -10.74 / -11.58 eV
Total charge = +2
Energy = -2506.7537 hartree
Energy relative to the best compared isomer or geometry (same formula, charge and spin) = 36.0 kJ/mol

---

5.
The following is a DFT calculation (the ωB97M-V functional and the def2-TZVPD basis) of C7H15NO as an isolated structure at a distorted geometry.

```
24
Properties=species:S:1:pos:R:3:forces:R:3:lowdin_charge:R:1
C 2.374347 -0.960451 -1.002704 0.324 -0.214 0.015 -0.211
C 1.479580 -0.422991 0.073862 -1.950 -1.670 0.676 -0.306
N 2.124719 -2.358973 -1.303947 0.028 0.087 0.189 0.015
C 1.081683 0.994605 0.047294 -0.666 0.345 0.632 -0.116
O 0.846834 -1.225387 0.826831 2.584 0.488 -1.300 0.048
H -0.250895 -0.710489 1.187073 -2.462 2.409 -0.414 0.115
H 1.946804 -2.879493 -0.452387 -0.002 0.021 -0.048 0.068
H 2.912592 -2.774582 -1.784947 -0.065 0.031 0.072 0.073
H 2.233533 -0.362403 -1.910868 -0.075 0.080 0.170 0.128
H 3.407417 -0.747127 -0.664267 -0.129 0.054 -0.010 0.136
H 1.726976 1.570018 -0.614495 -0.054 -0.025 -0.022 0.119
H 1.082813 1.450547 1.038458 0.114 -0.058 -0.003 0.132
C -1.454475 0.081219 1.424610 1.332 -2.188 1.311 -0.247
C -2.801795 -0.252711 0.816579 0.166 0.114 -0.142 -0.186
C -0.393940 1.039799 -0.484943 1.222 1.852 -1.782 -0.239
C -0.979784 2.246639 -0.666517 0.276 -1.137 0.229 -0.029
H -1.416354 1.096949 1.812000 0.399 0.128 -0.358 0.056
H -1.324399 -0.516900 2.342478 -0.658 -0.104 0.502 0.051
H -0.615032 0.259946 -1.209302 -0.261 -0.166 0.286 0.120
H -2.861438 -1.303045 0.534370 -0.049 -0.082 -0.018 0.062
H -3.630599 -0.037282 1.494925 -0.015 -0.051 0.040 0.059
H -2.978118 0.345050 -0.079607 -0.023 -0.003 -0.120 0.045
H -0.749804 3.084121 -0.025412 0.214 0.194 -0.057 0.057
H -1.760666 2.382947 -1.399085 -0.248 -0.105 0.150 0.050
```
Forces are in eV/Å.

## Properties
HOMO energy = -7.29 eV
Energy = -405.5461 hartree
Energy relative to the best compared isomer or geometry (same formula, charge and spin) = 502.0 kJ/mol

---

6.
The following is a DFT calculation (the ωB97M-V functional and the def2-TZVPD basis) of C4H7NO as an isolated structure.

```
13
Properties=species:S:1:pos:R:3:forces:R:3:lowdin_charge:R:1
C -1.714139 -0.151461 -0.092751 -0.059 -0.010 -0.007 -0.004
N -0.341917 -0.032786 0.358760 -0.142 -0.010 -0.040 -0.211
C 0.445220 1.128535 0.451023 -0.103 0.069 0.197 -0.074
C 1.559034 0.220687 0.845820 0.679 -0.060 0.188 -0.402
O 2.700923 0.279047 1.194784 -0.633 0.035 -0.199 0.114
C 0.552667 -0.966518 0.613567 0.026 -0.042 -0.149 -0.003
H -1.715418 -0.555136 -1.109706 -0.013 0.083 0.129 0.099
H -2.261746 -0.824465 0.570526 0.095 0.085 -0.109 0.098
H -2.175716 0.836849 -0.091760 0.090 -0.157 0.002 0.095
H 1.116747 0.361818 -1.818664 0.017 -0.075 -0.048 0.036
H 0.066994 2.002038 0.978916 0.076 -0.109 -0.096 0.087
H 0.549770 -1.976693 0.211212 -0.037 0.145 0.117 0.107
H 1.217585 -0.321920 -2.111730 0.004 0.046 0.016 0.058
```
Forces are in eV/Å.

## Properties
HOMO energy (alpha / beta) = -7.71 / -7.63 eV
Energy = -286.4355 hartree
Energy relative to the best compared isomer or geometry (same formula, charge and spin) = 514.9 kJ/mol